(1)
{
  "formula": "C34H40F3N8O5PRuS3",
  "method": "ωB97M-V/def2-TZVPD",
  "symbols": ["Ru", "N", "C", "C", "C", "C", "C", "C", "S", "O", "O", "N", "C", "N", "C", "C", "C", "N", "H", "H", "H", "H", "H", "H", "H", "H", "H", "C", "C", "C", "C", "P", "C", "C", "C", "C", "C", "C", "C", "C", "C", "C", "H", "H", "H", "H", "H", "H", "H", "H", "H", "H", "H", "H", "H", "H", "H", "H", "H", "H", "H", "H", "H", "H", "H", "F", "C", "F", "F", "N", "C", "C", "C", "C", "C", "C", "S", "O", "O", "N", "C", "S", "C", "C", "N", "H", "H", "H", "H", "H", "H", "H", "H", "O", "N"],
  "coordinates": [[0.32351, -0.17737, 0.26429], [3.71234, 4.74235, 4.82766], [2.91993, 3.65245, 4.54177], [3.31560, 2.36712, 4.92799], [2.53015, 1.27711, 4.62400], [1.35759, 1.44087, 3.89117], [0.94437, 2.71828, 3.52215], [1.72247, 3.81094, 3.83428], [0.22160, 0.10976, 3.85337], [-1.09250, 0.69010, 3.92523], [0.67259, -0.83913, 4.82544], [0.29326, -0.67738, 2.33717], [-0.82836, -1.45841, 2.17281], [-1.48845, -2.06104, 3.14939], [-2.59769, -2.68971, 2.80378], [-3.08255, -2.73455, 1.49630], [-2.33016, -2.09619, 0.53478], [-1.19471, -1.47612, 0.85859], [4.37503, 4.63639, 5.57808], [3.26507, 5.64405, 4.81008], [4.22535, 2.23621, 5.50086], [2.79878, 0.29219, 4.97933], [-0.01277, 2.85667, 3.04105], [1.39520, 4.80421, 3.55688], [-3.13591, -3.17621, 3.60989], [-3.99982, -3.24118, 1.25163], [-2.62693, -2.07290, -0.50369], [4.56276, 1.77592, -1.83661], [3.34146, 0.84893, -1.80521], [2.26069, 1.49424, -2.67294], [3.69854, -0.48980, -2.45873], [2.66767, 0.61488, -0.04005], [2.93475, 2.30829, 0.60036], [4.08877, 2.73063, 1.25900], [4.33058, 4.07853, 1.47669], [3.43114, 5.03394, 1.03252], [2.26410, 4.63096, 0.40205], [2.01746, 3.28221, 0.19961], [3.78091, -0.62247, 0.86754], [3.58913, -0.48351, 2.37691], [5.28654, -0.53333, 0.57892], [3.29473, -2.03149, 0.50585], [4.93036, 1.80279, -2.86564], [5.37815, 1.43121, -1.20685], [4.31145, 2.79544, -1.54917], [2.66047, 1.61665, -3.68200], [1.97672, 2.48380, -2.31648], [1.38195, 0.86289, -2.74149], [3.76533, -0.33875, -3.53787], [2.94454, -1.25029, -2.29031], [4.65853, -0.87624, -2.13083], [4.82771, 2.02089, 1.58891], [5.23088, 4.38191, 1.99460], [3.63311, 6.08527, 1.18940], [1.54273, 5.36528, 0.06760], [1.09909, 2.98768, -0.28695], [3.92192, 0.47657, 2.75786], [4.18488, -1.26143, 2.86026], [2.55512, -0.64128, 2.66731], [5.71544, 0.42888, 0.84499], [5.54739, -0.74786, -0.45130], [5.77956, -1.28676, 1.19769], [2.24669, -2.17863, 0.78344], [3.87133, -2.75100, 1.09174], [3.42465, -2.27732, -0.54376], [0.50707, -4.07419, -2.32547], [0.33637, -2.77154, -2.37458], [0.74332, -2.32231, -1.16379], [1.16890, -2.25425, -3.28111], [-6.12725, -5.53644, 0.12339], [-5.18957, -5.06588, -0.74551], [-5.45157, -3.93365, -1.53270], [-4.48611, -3.43159, -2.37662], [-3.23854, -4.04903, -2.43357], [-2.95878, -5.17696, -1.65933], [-3.92578, -5.67700, -0.82166], [-2.05601, -3.50274, -3.56268], [-1.20995, -4.57436, -3.94091], [-2.67756, -2.67471, -4.54204], [-1.01848, -2.38346, -2.63602], [-1.25356, -0.98255, -2.63252], [-2.38958, -0.22386, -3.69444], [-1.93373, 1.30140, -3.08875], [-0.95473, 1.17287, -2.18246], [-0.58176, -0.12831, -1.87777], [-7.07500, -5.21053, 0.04614], [-6.00794, -6.44999, 0.52516], [-6.42682, -3.46626, -1.48952], [-4.70051, -2.58459, -3.01459], [-1.99612, -5.66262, -1.73755], [-3.71976, -6.55298, -0.22080], [-2.39457, 2.20655, -3.44620], [-0.44378, 1.99114, -1.70357], [-1.39768, 1.86691, 1.10345], [-0.48643, 1.39588, 0.57896]],
  "forces_ev_per_a": [[-0.028, -0.056, -0.196], [0.005, 0.029, 0.005], [0.002, 0.018, -0.046], [-0.005, -0.006, -0.003], [-0.045, 0.044, 0.027], [-0.015, 0.058, 0.019], [0.043, -0.066, -0.023], [0.036, 0.017, -0.020], [-0.053, -0.077, -0.016], [0.018, 0.008, 0.051], [-0.041, -0.029, -0.005], [-0.197, -0.094, -0.281], [0.195, 0.229, -0.164], [-0.038, -0.155, -0.035], [0.000, 0.008, -0.021], [0.169, 0.061, -0.045], [-0.021, -0.083, -0.001], [-0.181, 0.329, 0.689], [-0.004, 0.002, -0.005], [0.006, -0.008, -0.001], [0.008, -0.004, 0.012], [-0.001, 0.011, 0.008], [-0.037, 0.007, -0.018], [-0.011, 0.032, -0.015], [-0.010, -0.010, -0.008], [-0.088, -0.046, -0.069], [-0.038, 0.005, -0.073], [0.007, -0.064, -0.052], [0.033, 0.001, 0.026], [-0.003, 0.030, 0.037], [0.017, -0.003, -0.023], [0.031, 0.098, 0.076], [-0.020, 0.003, -0.009], [-0.047, 0.000, -0.023], [0.025, 0.005, 0.044], [-0.024, 0.000, 0.035], [-0.014, -0.004, 0.016], [0.023, -0.023, 0.040], [0.035, 0.034, -0.051], [0.018, 0.061, -0.039], [-0.060, 0.003, 0.008], [-0.058, -0.046, -0.017], [0.013, -0.003, -0.001], [0.047, -0.021, 0.059], [-0.018, 0.010, 0.011], [0.017, 0.032, 0.005], [-0.045, 0.020, 0.038], [0.001, -0.042, -0.056], [0.031, 0.004, -0.015], [-0.073, -0.021, -0.013], [0.011, -0.037, 0.033], [0.043, -0.079, 0.044], [-0.006, -0.009, -0.005], [-0.001, 0.009, -0.003], [-0.006, 0.001, -0.004], [-0.010, 0.004, -0.034], [0.021, 0.032, -0.035], [0.020, -0.008, 0.019], [0.060, -0.026, -0.049], [0.023, 0.034, 0.004], [-0.003, 0.005, -0.055], [0.002, -0.002, 0.002], [0.017, 0.016, 0.021], [0.012, 0.000, -0.017], [-0.003, -0.033, -0.040], [0.031, -0.009, 0.062], [-0.059, -0.101, -0.057], [0.129, 0.104, 0.164], [0.008, -0.046, -0.021], [-0.034, -0.008, -0.005], [0.035, 0.032, 0.120], [0.011, 0.051, -0.037], [-0.008, 0.002, 0.018], [0.064, -0.026, 0.089], [-0.054, 0.052, 0.016], [0.026, 0.004, -0.009], [0.037, 0.007, -0.082], [-0.008, 0.017, -0.085], [-0.021, 0.199, 0.058], [-0.032, 0.088, 0.018], [0.209, -0.034, -0.029], [-0.002, -0.202, -0.009], [-0.015, 0.029, -0.034], [-0.013, -0.007, -0.003], [-0.051, 0.027, -0.015], [0.007, -0.020, -0.005], [-0.007, 0.008, -0.001], [-0.008, 0.004, -0.002], [-0.003, 0.006, 0.011], [0.028, -0.013, -0.005], [0.002, -0.018, 0.006], [0.003, 0.012, -0.010], [-0.046, -0.055, 0.009], [0.021, 0.000, 0.161], [-0.030, -0.307, -0.066]],
  "s2": 0.802,
  "energy_ha": -4064.0288,
  "homo_ev": [-10.43, -10.43],
  "charge": 1,
  "relative_energy_kcal_mol": 0.0,
  "e_lumo_ev": [-2.8, -3.5],
  "multiplicity": 2
}

=====

(2)
{
  "formula": "C40H61BN7SbSiV",
  "method": "ωB97M-V/def2-TZVPD",
  "symbols": ["V", "C", "C", "C", "C", "C", "N", "N", "B", "N", "N", "C", "C", "C", "C", "C", "N", "N", "C", "C", "C", "C", "C", "H", "H", "H", "H", "H", "H", "H", "H", "H", "H", "H", "H", "H", "H", "H", "H", "H", "H", "H", "H", "H", "H", "C", "Si", "C", "N", "C", "C", "C", "C", "C", "C", "C", "C", "C", "C", "C", "C", "C", "C", "C", "C", "C", "H", "H", "H", "H", "H", "H", "H", "H", "H", "H", "H", "H", "H", "H", "H", "H", "H", "H", "H", "H", "H", "H", "H", "H", "C", "C", "Sb", "C", "C", "C", "C", "H", "H", "H", "H", "H", "H", "H", "H", "H", "H", "H", "H", "H", "H", "H"],
  "coordinates": [[-0.13169, 0.03136, 0.19881], [-3.81051, 0.91451, 0.26427], [-2.88955, 0.91127, 1.43180], [-3.23838, 1.19327, 2.75479], [-2.11918, 0.90030, 3.51245], [-1.93828, 1.02920, 4.97859], [-1.16006, 0.47117, 2.66755], [-1.62058, 0.50765, 1.39900], [0.15808, -0.26517, 3.01660], [1.29218, 0.57629, 2.43335], [1.23231, 1.02762, 1.16969], [2.17685, 1.96148, 1.02687], [2.45353, 2.71584, -0.22484], [2.85901, 2.10459, 2.23804], [2.27126, 1.20574, 3.10942], [2.62770, 0.92207, 4.52147], [0.04775, -1.63995, 2.33583], [-0.43889, -1.69716, 1.08663], [-0.92622, -2.91950, 0.87657], [-1.71957, -3.32577, -0.31860], [-0.67648, -3.69546, 2.01374], [-0.06528, -2.85075, 2.92302], [0.40117, -3.16631, 4.29518], [-4.58895, 1.66070, 0.41116], [-4.29957, -0.05856, 0.18759], [-3.28927, 1.10024, -0.67117], [-4.18710, 1.54985, 3.09653], [-2.80000, 1.53727, 5.40035], [-1.03761, 1.59487, 5.20594], [-1.84743, 0.05049, 5.44643], [0.27643, -0.39444, 4.17784], [2.22415, 2.11309, -1.10381], [3.50261, 3.00753, -0.24860], [1.85414, 3.62990, -0.26124], [3.67546, 2.76372, 2.44689], [3.54400, 1.44637, 4.77225], [2.77352, -0.14465, 4.68234], [1.84377, 1.25345, 5.19877], [-2.30254, -2.48179, -0.68886], [-2.40070, -4.13054, -0.04914], [-1.08069, -3.68720, -1.12368], [-0.91528, -4.73078, 2.15479], [0.40396, -4.24334, 4.43603], [-0.25468, -2.72373, 5.04351], [1.40774, -2.78801, 4.45603], [-0.13084, -0.51876, -1.77674], [1.48578, -1.30675, -2.41351], [2.24608, -2.27547, -0.93474], [2.65229, -1.44433, 0.19479], [3.76252, -0.57050, -0.21760], [4.83258, -0.39015, 0.85021], [5.51028, -1.73906, 1.09052], [4.45633, -2.85415, 1.22001], [3.04935, -2.25765, 1.34960], [1.25008, -2.62373, -3.77939], [0.64697, -3.85290, -3.52136], [0.53509, -4.82375, -4.49921], [1.03969, -4.59205, -5.76629], [1.63732, -3.37577, -6.04689], [1.73455, -2.40465, -5.06683], [2.65310, -0.02593, -3.20818], [3.96760, -0.38173, -3.50990], [4.83034, 0.50236, -4.12911], [4.38892, 1.76042, -4.50205], [3.07678, 2.11933, -4.24757], [2.22477, 1.23884, -3.59999], [-0.90172, -1.29556, -1.78161], [-0.44410, 0.21599, -2.52177], [3.08947, -2.88049, -1.29918], [1.49698, -2.98538, -0.57666], [3.34509, 0.38945, -0.51814], [4.26778, -0.99687, -1.09117], [4.40031, -0.00004, 1.77103], [5.56649, 0.33637, 0.49643], [6.13631, -1.68682, 1.98096], [6.16086, -1.95355, 0.24062], [4.65393, -3.48639, 2.08601], [4.48565, -3.50027, 0.34046], [3.00413, -1.62666, 2.24363], [2.32109, -3.06042, 1.48096], [0.26615, -4.06347, -2.53213], [0.05749, -5.76492, -4.27142], [0.97079, -5.35516, -6.52669], [2.03130, -3.18231, -7.03208], [2.20625, -1.46209, -5.30235], [4.31888, -1.37649, -3.27315], [5.84537, 0.20171, -4.33675], [5.05786, 2.44161, -5.00646], [2.71192, 3.08426, -4.56750], [1.19760, 1.53700, -3.41939], [-2.37218, 5.58562, -0.84727], [-2.14266, 4.23258, -0.20613], [-0.93478, 2.78663, -1.34811], [0.22187, 4.23191, -2.56104], [-0.39623, 4.59024, -3.89397], [-2.41096, 2.18534, -2.88644], [-3.64754, 3.04820, -3.05073], [-2.92812, 6.22380, -0.16131], [-2.95252, 5.49040, -1.75954], [-1.43775, 6.08822, -1.08375], [-3.09524, 3.74504, -0.00710], [-1.62894, 4.34577, 0.74923], [1.20838, 3.80042, -2.71586], [0.34524, 5.12215, -1.94739], [-0.51269, 3.71256, -4.52400], [0.24568, 5.29044, -4.42545], [-1.36739, 5.05806, -3.76927], [-2.70155, 1.16343, -2.63679], [-1.86728, 2.13542, -3.82883], [-4.17530, 3.18461, -2.10853], [-4.33453, 2.57566, -3.75392], [-3.39025, 4.02498, -3.45040]],
  "forces_ev_per_a": [[-0.041, 0.400, -2.809], [0.146, -0.039, -0.044], [-0.195, 0.111, 0.444], [0.278, -0.122, -0.186], [-0.248, 0.079, -0.345], [0.127, -0.141, 0.013], [-0.243, 0.130, 1.024], [-1.418, 0.725, -0.051], [-0.087, 0.051, -0.306], [0.653, -0.127, 1.148], [0.879, 0.971, 0.026], [0.326, 0.287, 0.304], [-0.224, -0.040, -0.062], [-0.380, -0.209, -0.169], [0.034, 0.170, -0.330], [-0.139, -0.081, 0.055], [0.328, -0.632, 0.966], [-0.085, -1.303, -0.272], [-0.025, -0.296, 0.322], [0.215, 0.159, -0.119], [0.128, 0.307, -0.035], [-0.182, -0.162, -0.312], [-0.006, 0.164, 0.063], [0.013, 0.038, -0.104], [-0.010, -0.004, -0.037], [-0.031, 0.042, -0.045], [-0.210, 0.086, 0.154], [-0.001, 0.035, 0.069], [0.026, 0.067, 0.095], [0.004, -0.043, 0.088], [0.072, 0.005, 0.367], [0.061, 0.132, -0.052], [0.004, -0.042, -0.071], [0.040, -0.037, -0.022], [0.217, 0.138, 0.015], [0.068, 0.018, 0.043], [0.045, -0.051, 0.034], [-0.051, 0.026, 0.103], [-0.036, -0.111, -0.053], [0.011, 0.025, 0.024], [-0.065, 0.042, -0.045], [-0.084, -0.166, 0.040], [0.009, -0.034, 0.027], [0.005, 0.023, 0.086], [0.093, 0.014, 0.076], [0.639, -0.034, -0.359], [-0.179, -0.431, -0.047], [0.074, 0.248, -0.457], [-0.046, -0.068, 0.016], [0.114, 0.354, 0.112], [-0.018, -0.195, -0.108], [-0.027, 0.068, 0.065], [-0.192, 0.110, -0.015], [0.090, -0.234, 0.178], [0.022, 0.466, 0.445], [-0.004, 0.082, 0.140], [-0.086, -0.154, 0.056], [0.021, 0.032, -0.057], [-0.006, -0.065, -0.137], [0.021, 0.146, 0.068], [-0.426, -0.279, 0.362], [-0.047, -0.054, -0.006], [0.120, -0.110, -0.028], [-0.075, 0.052, -0.009], [0.014, 0.178, -0.077], [-0.165, -0.127, 0.045], [-0.046, -0.214, -0.054], [-0.052, -0.016, 0.007], [0.022, -0.106, -0.114], [-0.181, -0.052, -0.122], [0.167, -0.011, -0.171], [-0.025, 0.025, 0.011], [0.023, 0.060, 0.007], [-0.057, 0.072, 0.032], [0.070, -0.036, -0.007], [0.098, 0.003, 0.063], [0.011, -0.057, -0.019], [-0.011, -0.070, 0.052], [-0.059, -0.085, 0.020], [-0.080, 0.078, -0.023], [-0.018, -0.085, 0.090], [-0.025, -0.108, 0.030], [-0.023, -0.054, -0.076], [0.050, 0.022, -0.138], [0.050, 0.073, -0.091], [0.079, -0.114, 0.040], [0.128, -0.035, -0.046], [0.030, 0.079, -0.024], [-0.037, 0.129, -0.014], [-0.045, 0.040, 0.013], [-0.015, -0.017, -0.006], [0.405, -0.435, -0.208], [-0.520, 0.614, -0.277], [-0.147, -0.469, 0.390], [-0.024, -0.018, -0.020], [0.423, -0.029, 0.393], [0.052, 0.005, -0.002], [-0.037, 0.120, -0.012], [-0.050, 0.092, -0.129], [0.048, 0.090, -0.036], [-0.037, -0.135, 0.079], [-0.002, -0.090, 0.056], [0.090, -0.052, 0.130], [0.040, -0.008, 0.153], [-0.058, -0.051, -0.138], [0.037, 0.093, -0.086], [-0.154, 0.064, -0.063], [0.127, -0.033, -0.044], [0.108, -0.089, -0.006], [-0.083, 0.069, 0.052], [-0.065, 0.025, -0.006], [-0.071, 0.123, 0.009]],
  "s2": 2.030,
  "energy_ha": -3442.6018,
  "homo_ev": [-10.62, -10.63],
  "charge": 1,
  "relative_energy_kcal_mol": 0.0,
  "e_lumo_ev": [-2.6, -2.1],
  "multiplicity": 3
}